Molecular formula: C26H58NO17P3
Method: DFT, wB97M-V/def2-TZVPD

Geometry as ORCA input:
```
! RIJCOSX wB97M-V def2-TZVPD def2/J DEFGRID3
* xyz 0 1
H 4.552 -2.773 -1.686
H 2.774 -0.985 -3.575
C 4.792 -3.897 -4.344
H -6.604 1.738 8.520
O -6.025 3.285 9.718
O 2.661 -1.902 0.007
H 5.145 -1.127 -2.410
H 2.575 1.835 -11.151
H 2.577 -6.375 -3.776
C 5.938 -1.537 -9.312
H 1.911 -2.491 -5.483
H 2.944 -3.556 -6.352
O 3.410 0.155 -0.639
H -5.376 6.817 12.590
H -3.269 5.401 12.602
C 3.769 -2.696 -4.576
C 2.179 0.480 3.263
H 2.288 -2.562 -2.790
H -1.346 1.917 7.737
C 4.243 -1.740 -2.096
C 4.929 -2.445 -9.995
C 1.942 -4.430 -4.773
H -6.875 7.085 9.362
C 3.175 -2.021 -3.256
O -4.596 4.665 11.251
O -4.010 4.308 8.962
H -2.959 5.890 10.934
H -4.211 0.787 8.384
O 4.244 -5.226 -4.521
O 1.382 -1.658 -10.294
C -3.748 5.723 11.674
C 1.982 1.477 -10.304
P -5.253 4.757 9.735
H 5.016 -3.454 -9.582
H -3.884 7.762 12.382
C 0.052 0.974 6.385
O 4.145 -0.388 -11.429
H -2.758 -2.091 2.535
H -8.531 4.592 8.683
H 0.500 -1.896 -12.147
O 7.160 -3.687 -5.227
H 1.394 -5.110 -5.506
C 5.926 -3.734 -5.485
H 1.029 -4.356 -12.312
H 6.949 -1.752 -9.665
H 5.728 -0.478 -9.477
O -1.841 0.213 2.935
H 0.459 0.602 -11.571
H 2.967 0.863 2.612
H 0.334 1.890 5.855
C 1.580 -3.696 -11.637
C -4.604 1.381 9.213
H -3.214 -3.337 3.676
H -5.422 2.804 7.788
N 2.619 -3.248 -5.407
H 1.715 1.333 3.768
H 3.048 -4.875 -2.803
H -8.654 6.151 7.837
H 2.033 2.234 -9.518
H -1.643 0.184 7.467
C 1.150 -0.298 2.460
C 2.964 -5.305 -3.858
H -3.628 -1.786 5.455
H -0.209 -2.826 -10.822
H 0.069 2.223 -10.982
O 0.136 -0.133 5.483
H 5.910 -1.694 -8.231
C 3.424 -1.059 -0.886
C -7.471 6.212 9.644
H -8.313 6.564 10.246
H 5.348 -3.886 -3.352
H -3.614 -0.390 4.396
O 0.212 -0.954 3.303
O -1.766 -1.242 4.821
H 1.657 -1.071 1.879
H 0.629 0.358 1.757
H 0.787 0.807 7.176
H -7.167 5.196 7.752
H -3.777 1.914 9.684
C 0.532 1.272 -10.709
P 2.858 -0.957 -10.826
O 3.593 -1.996 -9.760
H 2.629 -0.149 4.035
C -5.699 2.317 8.725
O 5.498 -3.689 -6.787
C -3.412 -2.302 3.383
H 1.158 -4.008 -4.048
O 2.556 0.289 -9.777
H -4.450 -2.230 3.051
H 3.259 -2.217 0.729
H 2.502 -3.392 -12.141
C -7.989 5.499 8.408
P -0.889 -0.021 4.112
H -2.078 1.354 6.228
C -1.332 1.117 6.992
H 1.870 -4.259 -10.748
C -3.160 -1.370 4.558
H 5.126 -2.529 -11.066
C -4.526 7.003 11.929
H -0.040 0.819 -9.896
H -4.923 7.411 10.995
C 0.735 -2.492 -11.260
H 4.279 -1.931 -5.270
O -6.682 5.354 10.474
H -5.002 0.699 9.968
*
```

## Properties
LUMO, Eh: -0.0592
HOMO level, eV: -7.87
Calculated total energy, hartree: -3383.172336
SMILES: O=C(O)CC[C@@H]1[NH2+]CCO[C@H]1C(=O)[O-].CCOP(=O)(OCC)OCC.CCOP(=O)(OCC)OCC.CCOP(=O)(OCC)OCC

Mulliken atomic charge list, values in e, 99 entries: 0.229, 0.415, 0.448, 0.388, -0.356, -0.478, 0.358, 0.280, 0.357, -0.982, 0.401, 0.349, -0.496, 0.237, 0.346, -0.193, -1.026, 0.250, 0.470, -0.143, -0.433, -0.696, 0.280, -0.986, -0.369, -0.734, 0.261, 0.200, -0.406, -0.262, -0.337, -0.353, 1.076, 0.402, 0.416, -0.424, -0.742, 0.290, 0.252, 0.272, -0.700, 0.407, -0.154, 0.416, 0.352, 0.327, -0.766, 0.194, 0.416, 0.296, -1.056, -0.921, 0.298, 0.339, -0.037, 0.257, 0.171, 0.416, 0.327, 0.285, 0.125, -0.262, 0.384, 0.359, 0.418, -0.257, 0.137, 0.169, -0.282, 0.363, 0.365, 0.348, -0.409, -0.360, -0.010, 0.233, 0.371, 0.308, 0.292, -0.916, 0.974, -0.246, 0.274, -0.419, -0.610, -1.127, 0.331, -0.319, 0.341, 0.332, 0.317, -1.073, 1.132, 0.298, -1.038, 0.219, -0.339, 0.391, -0.932